Below is the molecule C7H8, with properties calculated with ωB97M-V with the def2-TZVPD basis set.

Structure (XYZ):
```
15
Properties=species:S:1:pos:R:3:mulliken_charge:R:1
H -1.33 1.89 0.61 0.37
C 1.84 2.26 0.78 -0.61
C 0.25 -0.76 -1.01 -1.09
H 1.48 0.21 0.57 0.23
H -1.47 0.25 1.27 0.30
C -1.26 0.83 0.36 -1.22
H -0.90 -3.82 0.81 0.40
C 1.21 1.28 0.17 -0.39
H -0.36 -0.61 -1.91 0.35
C -0.21 -1.97 -0.32 -0.24
C 0.11 0.51 -0.17 0.91
H -2.02 0.56 -0.38 0.33
H 1.95 3.22 0.28 0.19
H 1.28 -0.88 -1.35 0.37
C -0.58 -2.95 0.28 0.10
```

## Properties
F_max: 0.53 eV/A
Charge: 0
Total energy: -271.26463 hartree

Below is a 2-piece molecular cluster, C3H13N2 overall, with properties calculated with ωB97M-V with the def2-TZVPD basis set.

Structure (XYZ):
```
18
Properties=species:S:1:pos:R:3:mulliken_charge:R:1
H 0.25 -0.76 1.42 0.29
C 0.47 1.24 -0.37 -0.84
N 0.19 1.29 1.06 -0.36
H -1.38 -0.17 0.94 0.32
H 4.74 0.90 3.32 0.38
H 4.78 3.77 2.42 0.32
H -0.74 0.17 2.58 0.29
C -0.47 0.07 1.52 -0.84
H 1.23 0.46 -0.55 0.29
H 6.20 2.84 2.97 0.34
H 4.18 2.21 4.23 0.39
H -0.44 2.09 1.25 0.26
H 3.39 1.77 2.80 0.28
N 4.32 1.85 3.26 -0.32
C 5.22 2.76 2.48 -0.74
H 0.89 2.21 -0.69 0.29
H 5.36 2.37 1.46 0.32
H -0.42 1.02 -0.98 0.33
```

## Properties
F_max: 1.17 eV/A
Charge: +1
Total energy: -231.33163 hartree

Below is the molecule C6H10Br3NO2P2, with properties calculated with ωB97M-V with the def2-TZVPD basis set.

Structure (XYZ):
```
24
Properties=species:S:1:pos:R:3:mulliken_charge:R:1
H 2.48 1.71 -0.86 0.30
H 3.02 -1.82 0.13 0.31
H -2.59 0.45 -1.35 0.40
H -0.72 3.66 0.15 0.34
H 1.75 -3.06 0.40 0.36
P -0.39 1.01 0.08 -0.21
H -2.52 -1.29 -1.69 0.29
C 1.89 0.90 -1.28 -1.18
H -4.01 -0.58 -1.04 0.46
C 1.99 -2.00 0.46 -1.05
C 1.07 -1.20 -0.41 0.33
C -1.35 -0.28 0.94 -0.13
H 1.92 -1.64 1.49 0.28
C -2.92 -0.53 -1.01 -1.35
Br -3.45 -2.13 1.27 -0.14
O -0.21 3.79 0.96 -0.47
O 0.36 -1.68 -1.26 -0.54
H 1.23 1.28 -2.07 0.40
H 2.57 0.18 -1.74 0.38
Br -0.72 -0.84 2.65 -0.06
N 1.13 0.23 -0.19 0.51
C -2.43 -0.82 0.38 0.68
Br 2.05 2.26 2.16 -0.20
P -0.15 2.40 1.85 0.29
```

## Properties
F_max: 0.30 eV/A
Charge: 0
SMILES string: CC(=O)N(C)P(/C(Br)=C(\C)Br)#P(O)Br
Total energy: -8844.63229 hartree

Below is the molecule C3H3N3O2, with properties calculated with ωB97M-V with the def2-TZVPD basis set.

Structure (XYZ):
```
11
Properties=species:S:1:pos:R:3:mulliken_charge:R:1
C 0.15 -0.09 0.30 0.58
H -1.55 -1.21 0.92 0.38
N -1.50 -0.87 -1.14 -0.21
O 1.57 1.51 -0.64 -0.57
H 0.60 -0.57 2.31 0.24
C 0.69 0.71 -0.78 0.62
N 0.69 0.09 1.49 -0.41
H 1.35 0.88 1.51 0.26
O 0.00 0.68 -1.95 -0.22
C -0.97 -0.79 0.10 -0.51
N -1.03 -0.36 -2.12 -0.14
```

## Properties
F_max: 3.30 eV/A
Charge: 0
SMILES string: Nc1cnnoc1=O
Total energy: -430.78727 hartree

Below is a 2-piece molecular cluster, C11H13FO overall, with properties calculated with ωB97M-V with the def2-TZVPD basis set.

Structure (XYZ):
```
26
Properties=species:S:1:pos:R:3:mulliken_charge:R:1
H -0.68 0.13 0.82 0.24
C -2.46 -0.19 0.25 0.59
C -4.80 -0.77 0.17 -0.54
F 1.33 1.59 0.25 -0.27
C 3.42 -0.01 -0.05 1.13
C -5.06 0.48 -0.33 -0.28
H -5.58 -1.39 0.33 0.48
H -4.38 2.38 -0.94 0.26
C 2.37 0.79 0.56 0.36
H -1.97 1.74 -0.42 0.58
H 2.80 -0.74 2.23 0.39
C -2.70 1.07 -0.24 -0.54
C -4.04 1.35 -0.62 -0.44
H 4.79 1.29 -1.29 0.29
C 4.80 0.65 -0.34 -1.59
H 5.61 0.05 -0.65 0.45
H -3.36 -1.93 0.96 0.51
C 3.26 -1.41 -0.64 -1.44
H -6.16 0.68 -0.55 0.24
H 2.56 -1.97 0.01 0.38
H 5.05 1.23 0.43 0.46
O -1.20 -0.60 0.60 -0.45
H 2.87 -1.44 -1.72 0.28
C -3.52 -1.07 0.52 -0.67
H 4.19 -1.79 -0.69 0.44
C 2.87 -0.11 1.37 -0.85
```

## Properties
F_max: 5.03 eV/A
Charge: 0
SMILES string: CC1(C)C=C1F.Oc1ccccc1
Total energy: -601.88107 hartree

Below is C29H44ClN2O3PPtSi3 as an isolated structure, with properties calculated with ωB97M-V with the def2-TZVPD basis set.

Structure (XYZ):
```
84
Properties=species:S:1:pos:R:3:mulliken_charge:R:1
H 0.67 3.25 2.00 0.55
C 3.30 -2.74 -0.73 -0.03
N -1.18 -1.50 -0.19 -0.44
C 5.06 -2.24 -2.81 -0.54
Cl 0.20 -2.63 3.14 -0.13
H -1.98 6.21 0.20 0.38
H -5.68 1.62 -1.65 0.43
H 4.62 -1.75 1.28 0.47
C -2.95 3.57 -3.26 -1.14
C 1.43 -5.59 -0.03 -0.37
H -2.99 4.55 2.47 0.33
H -4.15 0.86 -2.02 0.22
H -3.43 1.03 2.05 0.31
H -3.98 3.28 -3.04 0.31
N -1.95 -0.31 -0.26 -0.15
C 3.47 -1.43 -1.20 -0.05
C -2.18 2.70 -0.37 0.38
H -2.07 3.12 2.96 0.31
C -1.07 5.63 0.04 -1.13
C -2.01 4.08 2.45 -1.12
O 0.67 -0.40 0.57 -0.59
Si -1.37 3.93 0.72 -0.18
C 0.45 3.07 0.95 -1.28
H 3.89 -0.33 5.24 0.45
H 5.47 -4.34 -2.77 0.45
H 5.41 -0.61 3.32 0.46
H -1.34 4.73 3.03 0.41
C 4.90 -3.53 -2.33 -0.82
C 1.32 -6.94 0.21 -0.78
C 3.54 -0.83 4.35 -0.56
C 4.35 -1.19 -2.24 -0.81
Si -1.73 2.68 -2.19 0.19
H -0.85 1.19 -4.46 0.33
H 3.92 -4.80 -0.91 0.44
H -5.15 0.27 -0.68 0.43
H 0.88 -7.59 -0.54 0.44
H -1.52 -2.32 -0.67 0.33
C 1.80 -1.97 3.17 0.86
H -2.81 -0.45 0.27 0.33
C 2.00 -4.76 0.94 0.21
C 4.03 -3.79 -1.29 -0.46
H 4.48 -0.18 -2.61 0.46
C 1.77 -7.47 1.41 -0.50
H 1.68 -8.53 1.60 0.43
H 1.58 -1.21 5.15 0.52
C -4.90 4.04 -0.12 -1.11
H -5.98 3.90 0.02 0.42
H 0.30 4.14 -2.08 0.37
C 0.11 -1.41 0.18 0.60
H 0.14 3.39 -3.65 0.43
H -2.87 4.65 -3.15 0.37
C 2.24 -1.32 4.30 -0.73
H -0.26 6.14 0.57 0.41
H 5.75 -2.04 -3.62 0.43
C 2.33 -6.65 2.38 -0.82
H -5.17 1.10 1.78 0.48
H -4.75 4.51 -1.09 0.33
H 1.03 2.17 0.68 0.32
H 1.07 -5.17 -0.97 0.42
O -1.81 1.03 -2.61 -0.41
C -4.80 1.17 -1.20 -1.26
H 0.73 2.44 -2.28 0.26
H -2.76 3.35 -4.32 0.39
C 4.40 -0.99 3.27 -0.92
C 2.45 -5.29 2.15 -0.42
Pt -0.85 1.30 0.38 0.99
C 3.96 -1.63 2.12 -0.58
H 2.92 -0.61 -0.76 0.47
H 2.68 -7.07 3.32 0.45
H 2.89 -4.65 2.90 0.41
H -4.57 4.74 0.65 0.28
C 2.65 -2.12 2.06 0.26
O 0.70 -2.62 0.07 -0.27
H -0.84 5.66 -1.03 0.36
C -1.66 0.64 -3.98 -1.10
H -1.43 -0.42 -4.02 0.34
H 0.96 3.80 0.31 0.48
P 2.18 -3.03 0.61 1.87
Si -4.02 2.40 0.01 0.60
C -4.25 1.68 1.74 -1.31
H -2.14 -0.06 -1.25 0.39
C 0.02 3.22 -2.57 -1.22
H -4.34 2.47 2.49 0.36
H -2.59 0.81 -4.53 0.30
```

## Properties
F_max: 0.60 eV/A
Charge: +2
Total energy: -3255.68338 hartree

Below is a 13-piece molecular cluster, C26H78N6O13 overall, with properties calculated with ωB97M-V with the def2-TZVPD basis set.

Structure (XYZ):
```
123
Properties=species:S:1:pos:R:3:mulliken_charge:R:1
O 15.77 11.88 9.94 -0.80
C 11.84 17.87 9.44 -1.13
H 14.61 17.02 9.11 0.26
H 7.66 13.49 15.04 0.29
H 6.43 11.13 9.83 0.23
H 8.28 15.65 14.78 0.26
N 6.80 11.94 10.32 -0.43
H 15.88 13.47 13.13 -0.12
H 14.25 8.49 8.83 0.39
N 14.11 13.41 9.90 1.22
H 13.54 7.49 13.73 0.32
O 11.56 12.01 8.42 -0.43
O 17.63 15.33 12.50 -0.47
H 11.86 16.24 12.57 -0.03
H 14.15 15.77 7.95 0.32
O 10.32 14.72 11.28 0.78
C 6.99 18.40 9.65 -1.72
O 13.70 14.13 16.35 -0.59
H 16.97 12.59 14.13 0.53
H 7.17 16.27 11.79 0.31
H 17.56 12.82 12.57 0.25
C 12.08 13.55 12.53 2.07
H 12.72 11.73 16.02 0.12
H 10.30 14.43 7.75 0.05
H 13.82 14.36 10.10 -0.45
H 11.03 8.29 12.50 0.19
H 14.99 15.42 12.75 -0.18
O 8.46 16.49 9.63 -0.27
C 10.29 7.67 11.98 -0.90
H 12.70 13.64 7.70 -0.06
H 12.51 18.46 10.05 0.38
H 7.73 14.69 17.66 0.32
H 14.31 10.63 9.54 0.21
C 8.86 7.97 12.22 -0.36
H 7.19 17.91 12.33 0.50
H 14.47 6.35 12.76 0.44
H 7.81 15.80 9.56 0.23
C 13.58 16.31 13.63 0.53
N 8.81 11.51 9.55 0.07
C 12.49 12.29 16.96 -1.12
H 11.71 13.89 15.72 -0.62
C 12.53 16.59 9.02 1.02
H 8.10 9.87 12.31 0.23
H 8.53 7.99 13.25 0.41
H 11.54 18.41 8.51 0.44
H 17.12 13.88 10.47 0.43
H 11.57 11.84 17.35 0.36
H 15.26 8.28 11.29 0.19
C 13.26 8.98 8.86 -0.15
H 11.59 9.16 7.39 0.27
H 15.04 10.58 12.11 0.12
C 12.67 9.00 7.44 -1.28
H 16.72 15.11 14.39 0.27
O 8.67 9.32 11.74 -0.45
H 13.78 17.52 7.65 0.54
C 7.96 12.48 9.91 0.14
H 11.90 16.08 8.28 -0.06
H 9.43 14.51 10.88 -0.43
H 9.75 11.61 9.28 -0.01
H 6.86 19.42 10.09 0.40
C 14.50 9.80 12.67 -0.84
H 12.31 11.48 8.73 0.09
H 18.39 14.70 14.30 0.43
H 8.62 16.87 12.31 0.06
C 17.46 14.67 13.72 -0.45
H 17.99 16.19 12.65 0.26
H 13.28 12.12 17.70 0.32
H 15.93 14.97 10.61 0.04
C 10.90 13.43 11.64 0.51
C 16.92 13.31 13.33 -0.57
C 13.88 16.73 8.36 -1.71
C 11.86 12.96 7.37 0.32
H 12.79 14.21 12.12 -0.94
H 11.85 13.88 13.59 -1.16
H 11.67 15.49 10.44 -0.88
H 13.15 7.28 12.06 0.16
C 8.21 13.87 15.88 -0.55
O 7.27 14.28 16.87 -0.58
O 8.10 13.74 9.92 -0.58
H 14.05 16.24 11.61 0.01
C 7.73 17.17 11.79 -1.11
H 9.74 14.57 14.61 -0.32
H 16.67 8.99 12.80 0.33
H 13.18 9.71 6.79 0.29
N 12.25 16.69 13.43 -0.18
H 8.70 10.60 10.05 0.32
N 14.35 16.21 12.57 -0.14
H 10.85 14.40 6.15 0.43
H 10.46 7.72 10.91 0.19
C 8.07 17.60 10.36 0.87
N 16.21 14.07 10.10 -0.41
H 13.45 9.93 12.35 -0.03
O 16.17 8.20 13.07 -0.63
H 9.86 13.03 6.84 0.43
H 12.08 12.39 6.44 0.36
H 12.56 12.54 12.67 0.00
H 9.62 15.52 16.03 0.51
H 12.61 8.38 9.50 0.07
H 11.64 16.72 14.23 0.25
H 10.04 12.80 11.95 0.61
H 10.55 6.66 12.35 0.41
C 13.97 7.29 12.73 -1.31
O 13.42 10.24 9.59 -0.56
H 13.69 14.90 15.76 0.44
H 7.32 18.62 8.64 0.41
H 13.49 12.65 9.80 -0.55
O 14.01 16.08 14.78 -0.73
O 12.61 15.74 10.21 1.05
H 12.81 7.91 7.10 0.38
H 11.99 14.33 17.45 0.26
H 14.57 9.96 13.76 0.59
C 14.97 8.40 12.32 0.67
H 11.35 12.95 10.78 -0.79
C 12.39 13.72 16.61 0.88
C 15.38 13.04 10.02 0.49
H 8.96 18.19 10.37 0.13
C 10.62 13.79 7.02 -1.25
H 5.96 17.96 9.64 0.33
H 6.18 12.71 10.54 0.26
C 8.99 15.02 15.29 -0.28
H 8.28 7.33 11.59 0.24
H 10.93 17.67 10.07 -0.18
H 8.82 13.09 16.26 0.34
```

## Properties
F_max: 4.37 eV/A
Charge: 0
Total energy: -2344.09737 hartree